--- 1 ---
The following is a quantum chemistry calculation of an isolated ion of composition C4H12N2 and charge -1, from the Open Molecules 2025 dataset.

The geometry in XYZ format:
```
18
Properties=species:S:1:pos:R:3
C -1.11358 2.08815 -0.68373
C -1.50796 1.33880 0.60805
C -0.29022 0.44447 1.05077
N 0.00650 -0.72976 0.29189
C 1.32271 -1.25648 0.10570
N 1.37997 -2.04280 -1.10692
H -1.84271 2.83413 -1.01428
H -0.18149 2.65294 -0.47710
H -0.96701 1.36149 -1.48464
H -2.24299 0.59424 0.32132
H -1.65315 1.98805 1.46223
H 0.53514 1.16479 0.90377
H -0.31555 0.30715 2.14746
H -0.58491 -0.80116 -0.52227
H 1.53399 -1.73406 1.07417
H 2.08496 -0.42612 0.03780
H 1.18038 -1.41813 -1.88835
H 2.31245 -2.43574 -1.18325
```

Results
HOMO (alpha / beta)	1.49 / -4.42	eV
2S+1	2
total charge	-1
LUMO (alpha / beta)	4.04 / 4.01	eV
gap between HOMO and LUMO (alpha / beta)	2.554 / 8.434	eV

natural (NBO) population analysis, charges in e, atoms 1 to 5: number 1, C, carries -0.809; number 2, C, carries -0.416; number 3, C, carries -0.216; number 4, N, carries -0.672; number 5, C, carries -0.352

***

--- 2 ---
The following is a quantum chemistry calculation of an isolated ion of composition C4H12N2 and charge -1, from the Open Molecules 2025 dataset.

The geometry in XYZ format:
```
18
Properties=species:S:1:pos:R:3
N 1.09816 2.13089 0.21566
C 1.69928 1.09008 -0.66250
C 1.28415 -0.35822 -0.42389
N -0.12870 -0.59230 -0.64419
C -0.89240 -1.03964 0.49029
C -2.40150 -0.96243 0.26436
H 0.15735 1.80421 0.44519
H 1.58946 1.98261 1.10438
H 2.78477 1.09662 -0.55362
H 1.45946 1.40638 -1.67680
H 1.97346 -1.01355 -0.96824
H 1.46267 -0.52963 0.64778
H -0.58648 0.20230 -1.06334
H -0.61225 -2.05261 0.79764
H -0.61180 -0.47701 1.39250
H -2.62812 -0.21143 -0.49405
H -2.84756 -0.55541 1.16956
H -2.79993 -1.92084 -0.04074
```

Results
HOMO (alpha / beta)	1.47 / -4.83	eV
2S+1	2
total charge	-1
LUMO (alpha / beta)	4.30 / 4.32	eV
gap between HOMO and LUMO (alpha / beta)	2.829 / 9.148	eV

natural (NBO) population analysis, charges in e, atoms 1 to 5: number 1, N, carries -0.911; number 2, C, carries -0.313; number 3, C, carries -0.404; number 4, N, carries -0.658; number 5, C, carries -0.520

***

How do the energies compare? Relative to the most stable structure, in hartree: 1 0.0145; 2 0.0000.

***

--- 1 ---
The following is a quantum chemistry calculation of a 2-piece molecular cluster, C6H15N3 overall, from the Open Molecules 2025 dataset.

The geometry in XYZ format:
```
24
Properties=species:S:1:pos:R:3
H -0.57481 -2.15203 2.05878
N -0.14818 -1.22714 2.05886
C -0.86032 -0.33143 1.50312
C -2.18539 -0.57563 0.83195
C -0.28969 1.00935 1.43189
C -0.78871 2.05068 0.73815
H -2.96062 0.03554 1.29658
H -2.46761 -1.62516 0.90442
H -2.12254 -0.30828 -0.22192
H 0.65325 1.10306 1.95208
H -1.77721 2.00770 0.30187
H -0.42398 3.04964 0.92764
C 0.44379 -1.37428 -1.52078
N 0.81532 -0.10934 -0.92061
C 2.17137 -0.11447 -0.40236
N 0.49138 0.95881 -1.76674
H 0.42160 -2.12475 -0.73314
H 1.13214 -1.66775 -2.32636
H -0.55414 -1.28063 -1.94132
H 2.22861 -0.85334 0.39463
H 2.91129 -0.34410 -1.18522
H 2.39787 0.86561 0.01658
H 0.18355 1.76087 -1.07647
H 1.30303 1.24710 -2.32165
```

Results
SMILES	[H]/N=C(\C)C=C.CN(C)N
HOMO	-8.53	eV
2S+1	1
LUMO	0.65	eV
gap between HOMO and LUMO	9.186	eV

natural (NBO) population analysis, charges in e, atoms 1 to 5: number 1, H, carries 0.331; number 2, N, carries -0.626; number 3, C, carries 0.280; number 4, C, carries -0.690; number 5, C, carries -0.189

***

--- 2 ---
The following is a quantum chemistry calculation of C6H15N3 as an isolated structure, from the Open Molecules 2025 dataset.

The geometry in XYZ format:
```
24
Properties=species:S:1:pos:R:3
C 0.31417 -0.36272 -1.09490
C 0.27055 0.22061 -2.51925
C 1.65738 -1.05594 -0.86541
N -0.76132 -1.34098 -0.84419
C 0.02193 0.77081 -0.11120
N -0.62792 1.76888 -0.15319
H -1.64286 -0.99409 -1.20821
H -0.55758 -2.22034 -1.30645
H 0.40612 -0.58270 -3.24718
H -0.68507 0.71058 -2.70368
H 1.06032 0.95943 -2.66391
H 2.48123 -0.34432 -0.90808
H 1.68125 -1.57378 0.08990
H 1.81580 -1.79584 -1.65263
C -1.82360 0.92699 2.17727
C 0.90116 0.45981 1.64558
N -0.96764 -0.17575 2.17574
H -1.17414 -0.77985 1.37578
H -1.83827 1.43004 3.14631
H -2.83084 0.71856 1.79539
H -1.44917 1.68883 1.39256
H 1.23431 -0.49316 2.03527
H 0.79037 1.21591 2.41342
H 1.72383 0.84904 1.03106
```

Results
HOMO (alpha / beta)	-8.68 / -8.68	eV
2S+1	1
LUMO (alpha / beta)	-0.06 / -0.06	eV
gap between HOMO and LUMO (alpha / beta)	8.616 / 8.619	eV

natural (NBO) population analysis, charges in e, atoms 1 to 5: number 1, C, carries 0.038; number 2, C, carries -0.607; number 3, C, carries -0.614; number 4, N, carries -0.840; number 5, C, carries 0.267

***

--- 3 ---
The following is a quantum chemistry calculation of a 2-piece molecular cluster, C6H15N3 overall, from the Open Molecules 2025 dataset.

The geometry in XYZ format:
```
24
Properties=species:S:1:pos:R:3
C 1.99590 -0.96993 -0.19975
C 1.12225 -0.12183 0.68556
N 0.22537 -0.76126 1.55686
C 0.99437 1.22406 0.52189
N 1.66309 1.98644 -0.45317
N 0.37626 2.02214 1.49727
H 2.23182 -1.90705 0.30162
H 1.50003 -1.21665 -1.14258
H 2.93283 -0.46671 -0.44103
H 0.39929 -1.75959 1.57711
H -0.80213 -0.60954 1.13694
H 2.10190 2.80648 -0.05071
H 2.32954 1.46138 -1.00089
H -0.13204 1.46108 2.16444
H -0.19696 2.75629 1.10554
C -1.31899 0.61052 -0.98853
C -2.00645 -0.34207 -0.32398
C -2.09594 -1.76354 -0.81992
H -0.63506 0.35906 -1.78642
H -1.48232 1.66076 -0.81178
H -2.84682 -0.03308 0.29289
H -1.25544 -2.00112 -1.47068
H -2.07414 -2.46452 0.01621
H -3.02631 -1.93133 -1.36688
```

Results
SMILES	CC(N)=C(N)N.C=CC
HOMO	-6.75	eV
2S+1	1
LUMO	1.03	eV
gap between HOMO and LUMO	7.775	eV

natural (NBO) population analysis, charges in e, atoms 1 to 5: number 1, C, carries -0.640; number 2, C, carries 0.017; number 3, N, carries -0.848; number 4, C, carries 0.311; number 5, N, carries -0.838

***

How do the energies compare? Relative to the most stable structure, in hartree: 1 0.0361; 2 0.1356; 3 0.0000.

***

--- 1 ---
The following is a quantum chemistry calculation of a 5-piece molecular cluster, C2H14O4S2 overall, from the Open Molecules 2025 dataset.

The geometry in XYZ format:
```
22
Properties=species:S:1:pos:R:3
C -0.11541 -2.32154 3.10037
C 0.36430 -0.96040 2.62869
S -0.87223 0.02902 1.75353
S -0.69688 -0.64656 -0.14361
H -1.00485 -2.25960 3.72360
H -0.28507 -3.02265 2.29851
H 0.70847 -2.79600 3.65060
H 0.64592 -0.36486 3.49381
H 1.22146 -1.12102 1.99814
H 0.61989 -0.44118 -0.29704
O 0.29786 3.01984 -1.75494
H -0.37220 2.32836 -1.70564
H 1.02812 2.69332 -2.28495
O -2.40944 2.09105 -2.70335
H -2.84076 2.38975 -1.89390
H -3.05042 2.29630 -3.39164
O 3.59995 -4.05367 -4.32263
H 2.67109 -4.33831 -4.30833
H 3.97813 -4.71246 -3.71373
O 0.93820 3.03140 1.15281
H 0.60829 2.12686 1.04615
H 0.92866 3.36029 0.24123
```

Results
SMILES	CCSS.O.O.O.O
HOMO	-8.80	eV
2S+1	1
LUMO	0.28	eV
gap between HOMO and LUMO	9.087	eV

natural (NBO) population analysis, charges in e, atoms 1 to 5: number 1, C, carries -0.618; number 2, C, carries -0.531; number 3, S, carries 0.094; number 4, S, carries -0.139; number 5, H, carries 0.213

***

--- 2 ---
The following is a quantum chemistry calculation of a 5-piece molecular cluster, C2H14O4S2 overall, from the Open Molecules 2025 dataset.

The geometry in XYZ format:
```
22
Properties=species:S:1:pos:R:3
C 2.32008 -0.55337 3.09231
S 2.86435 0.47642 1.78014
S 1.63812 1.87154 0.88108
C 0.60310 1.11918 -0.29738
H 3.17949 -0.58505 3.68928
H 1.53679 -0.09600 3.63243
H 2.08612 -1.59789 3.23007
H -0.03707 1.88419 -0.75663
H 0.92762 0.44409 -1.25417
H -0.28519 0.71968 0.25096
O -1.99799 -1.11531 2.52679
H -2.83492 -1.33272 2.01675
H -1.46576 -0.63253 1.94348
O -1.80177 -1.30681 -7.38446
H -2.28034 -2.05802 -7.01217
H -1.55461 -0.83556 -6.63246
O -1.37344 0.33192 -5.31499
H -1.96998 0.13520 -4.42097
H -1.63910 1.13071 -5.72464
O -4.41894 -2.09886 3.21974
H -4.64411 -2.93017 3.43517
H -3.86036 -1.69561 3.87700
```

Results
SMILES	CSSC.O.O.O.O
HOMO	-8.76	eV
2S+1	1
LUMO	0.12	eV
gap between HOMO and LUMO	8.881	eV

natural (NBO) population analysis, charges in e, atoms 1 to 5: number 1, C, carries -0.809; number 2, S, carries 0.101; number 3, S, carries 0.155; number 4, C, carries -0.840; number 5, H, carries 0.232

***

How do the energies compare? Relative to the most stable structure, in hartree: 1 0.0000; 2 0.0841.

***

--- 1 ---
The following is a quantum chemistry calculation of an isolated molecule of C6H8N2S, from the Open Molecules 2025 dataset.

The geometry in XYZ format:
```
17
Properties=species:S:1:pos:R:3
C -0.54594 0.79547 0.03018
C 0.31950 -0.75059 -1.71078
C 0.12262 0.38783 1.25381
C 1.41006 -0.39554 1.08832
C 1.44289 -1.72478 0.32645
C -2.43422 1.86183 -1.14559
N -1.56052 1.25977 -0.39154
N 0.95355 -1.52640 -1.02671
S -0.45208 -0.18010 -2.93747
H 0.13375 1.29616 1.83427
H -0.73217 -0.13136 1.85360
H 2.28066 0.10283 0.50180
H 1.75302 -0.81148 2.12232
H 2.37835 -2.09822 0.18708
H 0.72275 -2.56057 0.61571
H -3.45602 1.71488 -0.88388
H -2.33621 2.76028 -1.71756
```

Results
HOMO (alpha / beta)	-7.22 / -7.22	eV
2S+1	1
LUMO (alpha / beta)	0.30 / 0.30	eV
gap between HOMO and LUMO (alpha / beta)	7.525 / 7.524	eV

natural (NBO) population analysis, charges in e, atoms 1 to 5: number 1, C, carries 0.286; number 2, C, carries 0.180; number 3, C, carries -0.515; number 4, C, carries -0.414; number 5, C, carries -0.204

***

--- 2 ---
The following is a quantum chemistry calculation of an isolated molecule of C6H8N2S, from the Open Molecules 2025 dataset.

The geometry in XYZ format:
```
17
Properties=species:S:1:pos:R:3
C -2.87525 0.96495 0.39274
C 2.51690 1.27165 0.37287
C 0.71055 -2.61968 0.35569
C -1.81168 0.83478 -0.41323
C -0.96733 -0.28006 -0.16641
C 1.80706 -0.85228 -0.56800
N 2.46752 0.24612 -0.32304
N 1.46365 -1.57469 0.45201
S -1.23692 -1.87476 -0.05906
H -3.44068 1.89271 0.40397
H -3.23128 0.24239 1.13786
H 3.49490 1.78452 0.42118
H 1.65167 1.61177 1.06509
H 0.57514 -3.32394 1.33202
H 0.83531 -3.23354 -0.47057
H -1.34810 1.68137 -1.08405
H 1.74068 -1.12319 -1.64206
```

Results
HOMO	-7.35	eV
2S+1	1
LUMO	-0.12	eV
gap between HOMO and LUMO	7.226	eV

natural (NBO) population analysis, charges in e, atoms 1 to 5: number 1, C, carries -0.364; number 2, C, carries 0.038; number 3, C, carries -0.200; number 4, C, carries -0.327; number 5, C, carries -0.309

***

How do the energies compare? Relative to the most stable structure, in hartree: 1 0.0000; 2 0.0564.